Entry 1:
C19H24N2O4 | the ωB97M-V functional and the def2-TZVPD basis

The value obtained for the largest force on an atom is 0.026 Eh/bohr. The frontier orbital gap is 9.61 eV. The calculation puts the energy relative to the best compared isomer or geometry (same formula, charge and spin) at 1.879 eV. Its LUMO energy is 0.4 eV. Its SMILES is CCCCCCCC(=O)Oc1ccc(C(=O)Nc2cc(C)on2)cc1.

```
49
C19H24N2O4 | the Open Molecules 2025 dataset | the ωB97M-V functional and the def2-TZVPD basis
O 1.79 -2.59 2.06
O 0.72 7.50 0.92
O -1.48 3.80 3.11
O -0.37 -2.22 1.52
N 0.86 6.18 0.65
N 0.06 4.16 1.48
C 0.11 5.53 1.51
C -0.29 -3.49 -3.08
C -0.71 3.36 2.28
C 0.73 -0.04 1.40
C -0.02 -4.57 -0.12
C 1.11 -4.17 -1.06
C -0.43 9.04 2.41
C -0.55 1.90 2.05
C -0.62 -3.75 -4.56
C -0.56 6.44 2.38
C 0.52 -3.38 -5.50
C 0.79 -4.43 -2.54
C -1.54 -0.29 2.18
C -0.13 7.66 1.95
C 0.40 -4.43 1.35
C -1.63 1.07 2.35
C -0.36 -0.85 1.70
C 0.73 -2.99 1.68
C 0.63 1.33 1.58
H 1.39 -4.02 -5.34
H 1.70 -4.30 -3.12
H 1.35 -3.11 -0.93
H -0.87 -4.80 -4.69
H -2.37 -0.94 2.41
H 0.46 -5.46 -2.66
H 0.82 -2.35 -5.36
H -0.90 -3.95 -0.30
H -1.50 -3.16 -4.82
H -0.29 -5.61 -0.30
H -1.14 9.00 3.23
H -2.53 1.53 2.73
H -0.84 9.62 1.59
H 1.50 1.93 1.37
H -0.42 -4.75 1.99
H 1.28 -5.03 1.56
H 2.01 -4.74 -0.80
H -1.23 6.19 3.17
H 0.48 9.52 2.75
H 0.04 -2.46 -2.97
H 0.63 3.74 0.76
H -1.20 -3.61 -2.50
H 0.20 -3.51 -6.54
H 1.65 -0.48 1.05
```



Entry 2:
C18H27EuN3S2 | the ωB97M-V functional and the def2-TZVPD basis

The value obtained for the largest force on an atom is 0.039 Eh/bohr. Its charge is +3. The frontier orbital gap (spin up / spin down) is 4.46 / 7.23 eV. Its multiplicity is 7. Its LUMO energy (spin up / spin down) is -12.7 / -9.9 eV.

```
51
C18H27EuN3S2 | the Open Molecules 2025 dataset | the ωB97M-V functional and the def2-TZVPD basis
Eu -0.52 -0.70 -0.82
S 2.01 -1.99 -0.79
S -0.86 2.22 -0.37
N 1.15 0.80 -2.26
N -2.58 -1.81 -1.32
N -1.23 -2.38 1.04
C 0.04 2.94 -1.81
C -3.08 -3.73 1.81
C -4.60 -0.89 -2.28
C -5.36 -1.62 -1.37
C 1.37 0.93 3.52
C -0.95 -3.90 2.90
C -2.58 2.64 -0.85
C 1.68 -0.29 -3.11
C 2.64 -1.17 -2.32
C -2.28 -4.30 2.79
C -3.21 -0.96 -2.18
C 2.36 1.38 2.70
C -0.47 -2.92 2.02
C -3.30 -2.35 -0.28
C 0.34 1.89 -2.87
C -4.71 -2.30 -0.32
C -2.52 -2.84 0.88
C 1.01 -3.37 -1.48
H 0.48 1.52 3.76
H 0.19 -3.60 -0.79
H -3.24 1.98 -0.28
H -2.67 -5.07 3.44
H -5.03 -0.21 -3.03
H -0.60 1.44 -3.22
H 0.58 -2.58 2.09
H -4.13 -3.96 1.68
H -0.57 3.75 -2.19
H 2.21 0.07 -4.02
H -2.56 -0.27 -2.76
H 3.23 0.76 2.42
H -5.28 -2.69 0.51
H -2.72 2.47 -1.92
H 1.92 1.22 -1.73
H 0.82 -0.89 -3.47
H 0.61 -3.14 -2.48
H 3.49 -0.58 -1.95
H -0.26 -4.33 3.64
H 2.29 2.35 2.20
H 0.82 2.37 -3.74
H 1.67 -4.24 -1.54
H 0.97 3.37 -1.39
H 1.35 -0.11 3.89
H 3.04 -1.99 -2.93
H -6.45 -1.61 -1.46
H -2.81 3.68 -0.60
```



Entry 3:
C4H32O13 | the ωB97M-V functional and the def2-TZVPD basis

The value obtained for the largest force on an atom is 0.058 Eh/bohr. The frontier orbital gap is 10.49 eV. The calculation puts the energy relative to the best compared isomer or geometry (same formula, charge and spin) at 1.606 eV. Its LUMO energy is -0.1 eV.

```
49
C4H32O13 | the Open Molecules 2025 dataset | the ωB97M-V functional and the def2-TZVPD basis
O -2.24 1.58 2.29
O 3.01 -0.47 0.38
O -2.56 -0.76 3.26
O 3.99 -0.99 -1.90
O -2.40 2.18 -0.33
O 0.39 -0.53 0.62
O -1.71 4.50 -1.95
O 0.11 4.78 0.52
O 2.51 -3.53 1.81
O -4.15 -3.04 3.06
O -0.16 2.16 -1.84
O 4.80 1.12 -0.68
O 1.22 0.13 -2.79
C -1.47 -3.44 -0.64
C -1.15 -1.42 -1.95
C 0.12 -1.64 0.17
C -1.15 -1.95 -0.50
H -0.15 5.28 -0.25
H 3.88 -1.49 -1.08
H -2.52 0.18 2.84
H 2.05 0.03 -2.32
H 0.66 4.06 0.19
H 0.68 1.89 -2.30
H -2.20 2.13 1.47
H 4.52 2.03 -0.80
H -0.12 1.70 -0.99
H -0.85 -4.08 -1.23
H 1.58 -3.33 1.92
H -1.63 -4.00 0.30
H 4.79 -0.47 -1.65
H -2.56 4.06 -2.07
H 2.74 -4.30 2.34
H -1.88 -1.62 0.23
H -2.42 -3.42 -1.20
H 0.85 -2.38 0.53
H -1.63 2.13 2.79
H -1.87 1.74 -1.02
H -1.86 -0.67 3.92
H 4.21 0.56 -0.17
H -4.37 -2.11 3.02
H 2.06 -0.20 0.45
H -1.14 3.94 -2.49
H 1.08 -0.54 -3.47
H -3.24 -2.89 3.35
H -0.98 -0.35 -2.05
H -1.83 2.93 -0.09
H -1.98 -1.80 -2.55
H 3.17 -0.94 1.22
H -0.33 -1.94 -2.41
```



Entry 4:
C4H15NO3 | the ωB97M-V functional and the def2-TZVPD basis

The value obtained for the largest force on an atom is 0.028 Eh/bohr. The frontier orbital gap is 9.33 eV. The calculation puts the energy relative to the best compared isomer or geometry (same formula, charge and spin) at 0.582 eV. Its LUMO energy is 0.7 eV. Its SMILES is CC/C=C/N.O.O.O.

```
23
C4H15NO3 | the Open Molecules 2025 dataset | the ωB97M-V functional and the def2-TZVPD basis
O 0.24 -2.04 2.89
O -0.64 0.70 2.40
O 1.90 -2.06 -2.86
N 1.39 -1.46 0.17
C 0.22 -0.78 -0.15
C -1.21 2.46 -0.86
C -1.13 0.99 -1.24
C 0.17 0.35 -0.86
H -1.09 2.56 0.22
H -0.38 1.57 2.72
H 1.40 -1.94 1.06
H -0.30 0.64 1.49
H 2.23 -0.95 -0.02
H -0.43 3.01 -1.37
H 1.02 1.04 -0.86
H 1.05 -1.70 -3.15
H 1.93 -1.90 -1.91
H -0.66 -1.40 0.04
H -1.39 0.96 -2.30
H -2.18 2.86 -1.15
H -1.96 0.50 -0.72
H -0.13 -1.18 2.67
H -0.03 -2.25 3.78
```



Entry 5:
C42H44BrN8O7Sr | the ωB97M-V functional and the def2-TZVPD basis

The value obtained for the largest force on an atom is 0.055 Eh/bohr. Its charge is -1. The frontier orbital gap is 6.45 eV. The calculation puts the energy relative to the best compared isomer or geometry (same formula, charge and spin) at 1.458 eV. Its LUMO energy is 1.8 eV.

```
103
C42H44BrN8O7Sr | the Open Molecules 2025 dataset | the ωB97M-V functional and the def2-TZVPD basis
Sr -0.45 2.52 -0.09
Br 0.37 -1.95 -0.42
O 0.13 0.59 1.23
O -2.28 4.91 2.47
O -2.57 4.57 -2.44
O 1.30 4.19 0.13
O -0.94 3.02 -2.41
O -2.44 3.27 0.95
O -1.77 -3.07 -3.72
N -1.94 -5.21 -4.18
N -2.34 0.57 -0.79
N -3.98 -0.74 -0.24
N 1.29 1.43 -3.71
N -1.08 -4.63 -5.09
N 2.44 2.12 -3.63
N 1.90 1.24 -1.63
N -4.40 -0.11 -1.35
C 0.50 1.36 -4.93
C -0.62 5.09 -1.05
C 0.98 0.91 -2.52
C -1.50 4.12 -2.06
C 0.60 5.08 1.06
C -5.04 -4.33 -0.16
C 1.14 -0.16 3.26
C -3.39 0.68 -1.64
C 1.35 6.39 0.77
C -2.32 -4.26 -3.39
C -0.87 5.20 0.54
C -0.28 -1.03 -4.94
C -2.00 4.36 1.41
C 0.82 1.09 4.09
C 1.92 -1.15 3.85
C -3.50 -3.15 -1.55
C 0.50 -0.03 -5.51
C -0.21 -2.33 -5.41
C 2.28 -2.35 3.24
C -4.69 -1.88 0.28
C 0.62 -2.65 -6.49
C -3.25 -4.31 -2.27
C -2.75 -0.32 0.08
C -4.78 -5.50 -0.87
C 0.93 4.94 -1.08
C 1.80 -2.56 1.96
C 3.65 -2.97 5.28
C -0.35 1.95 3.59
C -3.89 -5.50 -1.93
C 3.14 -3.42 3.91
C 2.77 1.98 -2.36
C 0.74 -0.33 1.90
C -1.00 -3.38 -4.78
C 1.59 6.28 -0.75
C 1.04 -1.59 1.33
C -4.40 -3.15 -0.50
C 0.45 0.67 5.53
C 1.38 -1.65 -7.07
C 2.31 -4.70 4.10
C 2.07 1.98 4.14
C 1.33 -0.35 -6.58
C 4.36 -3.74 3.03
H 0.66 -3.66 -6.85
H 1.94 -5.07 3.15
H 2.91 -5.48 4.57
H -5.29 -6.42 -0.59
H -1.19 6.21 0.76
H 1.31 0.30 6.09
H -0.54 2.74 4.32
H -0.93 -0.79 -4.11
H 2.27 -0.97 4.86
H 4.94 -2.84 2.84
H 4.05 -4.15 2.07
H 2.00 -3.48 1.43
H -5.76 -1.65 0.25
H 4.28 -3.76 5.71
H -0.50 1.71 -4.69
H 0.06 1.54 6.08
H -0.86 6.06 -1.47
H -2.99 -2.23 -1.83
H -3.68 -6.40 -2.49
H 1.30 4.42 -1.95
H 4.25 -2.06 5.21
H 2.92 1.45 4.55
H 3.66 2.43 -1.95
H -0.14 2.41 2.64
H 0.08 0.36 -2.33
H 2.83 -2.79 5.98
H -1.27 1.37 3.47
H 2.02 -1.89 -7.91
H 2.65 6.23 -0.98
H 2.33 2.31 3.13
H 0.96 2.07 -5.62
H -3.41 1.39 -2.46
H -2.17 -0.69 0.92
H -0.32 -0.10 5.52
H 0.77 7.26 1.06
H 5.00 -4.48 3.53
H 0.68 4.70 2.08
H -5.75 -4.35 0.66
H 1.44 -4.50 4.74
H -4.41 -2.01 1.32
H 1.88 2.87 4.75
H 1.94 0.42 -7.03
H 2.29 6.41 1.32
H 1.15 7.10 -1.31
```



Entry 6:
C3H8ClNO2P | the ωB97M-V functional and the def2-TZVPD basis

The value obtained for the largest force on an atom is 0.068 Eh/bohr. Its charge is -1. The frontier orbital gap (spin up / spin down) is 7.20 / 7.21 eV. The calculation puts the energy relative to the best compared isomer or geometry (same formula, charge and spin) at 6.244 eV. Its LUMO energy (spin up / spin down) is 3.4 / 3.4 eV.

```
16
C3H8ClNO2P | the Open Molecules 2025 dataset | the ωB97M-V functional and the def2-TZVPD basis
Cl -2.49 -1.40 -0.75
P -0.84 0.69 0.56
O -0.23 3.15 -0.26
O -1.49 0.32 1.83
N 0.45 -0.37 0.22
C 1.11 -0.99 1.34
C 1.31 0.03 -0.86
C -1.95 0.28 -0.88
H 1.42 -2.00 1.07
H 1.52 -0.83 -1.52
H 2.26 0.43 -0.50
H -2.82 0.93 -0.81
H 0.40 -1.03 2.16
H -1.46 0.41 -1.84
H 0.81 0.82 -1.42
H 2.00 -0.43 1.66
```



Repeat the sixth record exactly.
C3H8ClNO2P | the ωB97M-V functional and the def2-TZVPD basis

The value obtained for the largest force on an atom is 0.068 Eh/bohr. Its charge is -1. The frontier orbital gap (spin up / spin down) is 7.20 / 7.21 eV. The calculation puts the energy relative to the best compared isomer or geometry (same formula, charge and spin) at 6.244 eV. Its LUMO energy (spin up / spin down) is 3.4 / 3.4 eV.

```
16
C3H8ClNO2P | the Open Molecules 2025 dataset | the ωB97M-V functional and the def2-TZVPD basis
Cl -2.49 -1.40 -0.75
P -0.84 0.69 0.56
O -0.23 3.15 -0.26
O -1.49 0.32 1.83
N 0.45 -0.37 0.22
C 1.11 -0.99 1.34
C 1.31 0.03 -0.86
C -1.95 0.28 -0.88
H 1.42 -2.00 1.07
H 1.52 -0.83 -1.52
H 2.26 0.43 -0.50
H -2.82 0.93 -0.81
H 0.40 -1.03 2.16
H -1.46 0.41 -1.84
H 0.81 0.82 -1.42
H 2.00 -0.43 1.66
```